[1]
ORCA calculation (ωB97M-V with the def2-TZVPD basis set) on C36H40CeN6OS2 as an isolated structure at a distorted geometry.

The geometry in XYZ format:
```
86
Properties=species:S:1:pos:R:3:lowdin_spin:R:1
Ce -1.155 -0.416 -0.106 1.01
C 2.426 -0.829 -0.337 0.00
N 1.425 -1.543 0.538 0.00
C 1.389 -2.947 0.098 0.00
C 0.141 -3.693 0.598 0.00
N -1.073 -3.366 -0.201 0.00
C -0.898 -3.703 -1.633 0.00
C -2.247 -3.997 0.394 0.00
C -2.237 -5.336 0.787 0.00
C -3.364 -5.950 1.317 0.00
C -4.543 -5.237 1.471 0.00
C -4.578 -3.884 1.155 0.00
C -3.465 -3.256 0.530 0.00
S -3.769 -1.568 0.165 0.00
C 1.714 -1.375 1.943 0.00
C 3.047 -1.345 2.383 0.00
C 3.384 -1.118 3.712 0.00
C 2.380 -0.907 4.644 0.00
C 1.036 -0.883 4.256 0.00
C 0.672 -1.172 2.919 0.00
S -1.051 -1.297 2.700 0.00
H 3.351 -1.437 -0.423 0.00
H 2.686 0.150 0.072 0.00
H 1.980 -0.747 -1.345 0.00
H 2.320 -3.482 0.414 0.00
H 1.377 -2.950 -1.000 0.00
H -0.067 -3.361 1.620 0.00
H 0.319 -4.768 0.625 0.00
H -0.187 -4.553 -1.767 0.00
H -0.521 -2.843 -2.194 0.00
H -1.870 -3.995 -2.051 0.00
H -1.308 -5.900 0.642 0.00
H -3.338 -6.983 1.629 0.00
H -5.442 -5.687 1.864 0.00
H -5.468 -3.280 1.365 0.00
H 3.865 -1.436 1.651 0.00
H 4.427 -1.078 4.015 0.00
H 2.659 -0.744 5.676 0.00
H 0.278 -0.656 4.991 0.00
N 0.398 1.319 0.820 0.00
C 1.053 1.872 1.619 0.00
C 1.867 2.499 2.603 0.00
C 3.278 2.541 2.384 0.00
C 4.057 3.120 3.363 0.00
C 3.475 3.684 4.503 0.00
C 2.102 3.643 4.707 0.00
C 1.284 3.043 3.767 0.00
H 3.683 2.118 1.464 0.00
H 5.134 3.151 3.242 0.00
H 4.105 4.166 5.248 0.00
H 1.650 4.060 5.604 0.00
H 0.209 2.940 3.916 0.00
C 1.544 0.939 -3.587 0.00
C 0.400 0.238 -4.231 0.00
C 0.392 0.130 -5.604 0.00
C -0.667 -0.462 -6.319 0.00
C -1.774 -0.910 -5.598 0.00
C -1.873 -0.872 -4.212 0.00
C -3.127 -1.378 -3.569 0.00
C -0.713 -0.344 -3.435 0.00
N -0.601 -0.443 -2.149 -0.01
H 1.947 1.723 -4.265 0.00
H 2.368 0.225 -3.392 0.00
H 1.247 1.382 -2.637 0.00
H 1.260 0.519 -6.148 0.00
H -0.627 -0.597 -7.405 0.00
H -2.624 -1.347 -6.158 0.00
H -4.013 -1.048 -4.157 0.00
H -3.195 -1.042 -2.526 0.00
H -3.161 -2.491 -3.565 0.00
N -2.365 1.629 -0.372 0.00
C -2.002 2.786 -0.364 0.01
N -1.614 4.018 -0.327 0.00
C -1.683 4.940 -1.499 0.00
C -0.290 5.505 -1.794 0.00
O 0.342 6.048 -0.626 0.00
C 0.386 5.145 0.517 0.00
C -0.997 4.635 0.897 0.00
H -2.377 5.763 -1.225 0.00
H -2.111 4.389 -2.337 0.00
H -0.304 6.334 -2.510 0.00
H 0.367 4.688 -2.208 0.00
H 0.874 5.718 1.332 0.00
H 1.022 4.278 0.223 0.00
H -1.641 5.461 1.231 0.00
H -0.980 3.857 1.663 0.00
```

Calculated values
Multiplicity: 2
Expectation value of S²: 0.752
Total charge: -1
Frontier orbital gap (spin up / spin down) (eV): 3.88 / 3.90
ΔE to the lowest compared entry with this formula, charge and spin (kcal per mole): 0.0

[2]
ORCA calculation (ωB97M-V with the def2-TZVPD basis set) on C35H37F3GeN4O5OsS as an isolated structure.

The geometry in XYZ format:
```
87
Properties=species:S:1:pos:R:3:lowdin_spin:R:1
Os 0.674 0.679 0.635 0.77
N 2.979 -6.672 2.321 0.00
C 2.905 -5.325 2.210 0.00
C 4.034 -4.528 2.445 0.00
C 3.956 -3.160 2.331 0.00
C 2.746 -2.568 1.976 0.00
C 1.612 -3.348 1.724 0.00
C 1.691 -4.709 1.847 0.00
S 2.711 -0.857 1.791 0.01
O 1.583 -0.197 2.509 0.00
O 4.004 -0.366 2.137 0.01
N 2.241 -0.480 0.279 0.13
C 3.115 -0.903 -0.751 0.01
N 4.194 -0.172 -0.984 0.00
C 4.997 -0.613 -1.948 0.00
C 4.726 -1.765 -2.664 0.00
C 3.582 -2.454 -2.312 0.00
N 2.769 -2.033 -1.347 0.00
H 3.831 -7.120 2.606 0.00
H 2.171 -7.248 2.180 0.00
H 4.971 -4.996 2.721 0.00
H 4.822 -2.541 2.516 0.00
H 0.686 -2.882 1.418 0.00
H 0.821 -5.323 1.651 0.00
H 5.882 -0.019 -2.144 0.00
H 5.379 -2.111 -3.452 0.00
H 3.302 -3.376 -2.811 0.00
C -4.129 4.326 -2.859 0.00
C -4.646 3.049 -2.695 0.00
C -3.886 2.069 -2.073 0.00
C -2.593 2.346 -1.614 0.00
C -2.083 3.622 -1.800 0.00
C -2.849 4.610 -2.410 0.00
Ge -1.799 0.725 -0.850 -0.02
C -3.195 0.255 0.455 0.00
C -3.643 -1.040 0.722 0.00
C -4.736 -1.262 1.551 0.00
C -5.376 -0.194 2.160 0.00
C -4.923 1.099 1.933 0.00
C -3.854 1.320 1.078 0.00
C -1.554 -0.528 -2.321 0.00
C -1.828 -1.889 -2.197 0.00
C -1.782 -2.725 -3.306 0.00
C -1.465 -2.209 -4.550 0.00
C -1.194 -0.854 -4.688 0.00
C -1.239 -0.019 -3.582 0.00
H -4.721 5.095 -3.339 0.00
H -5.640 2.810 -3.050 0.00
H -4.315 1.079 -1.953 0.00
H -1.077 3.874 -1.489 0.00
H -2.432 5.601 -2.542 0.00
H -3.138 -1.896 0.301 0.00
H -5.082 -2.273 1.722 0.00
H -6.226 -0.367 2.807 0.00
H -5.412 1.939 2.409 0.00
H -3.541 2.339 0.888 0.00
H -2.075 -2.319 -1.241 0.00
H -2.001 -3.779 -3.192 0.00
H -1.431 -2.859 -5.415 0.00
H -0.955 -0.444 -5.660 0.00
H -1.041 1.032 -3.715 0.00
C -0.437 4.183 1.437 0.00
C 0.756 3.818 0.586 0.00
O 1.371 2.564 1.042 0.05
C 2.358 2.794 2.114 0.00
C 3.735 2.935 1.515 0.00
H -0.883 5.104 1.057 0.00
H -0.164 4.341 2.480 0.00
H -1.190 3.396 1.391 0.00
H 1.545 4.569 0.624 0.00
H 0.483 3.677 -0.454 0.00
H 2.265 1.967 2.811 0.00
H 2.046 3.706 2.621 0.00
H 3.974 2.091 0.869 0.00
H 4.476 2.972 2.314 0.00
H 3.809 3.852 0.928 0.00
C -1.662 -0.973 3.275 0.00
C -1.021 -0.317 2.110 0.00
O -0.547 -0.971 1.123 0.02
O -0.837 0.946 2.064 0.01
H -1.911 -2.005 3.046 0.00
H -2.551 -0.417 3.564 0.00
H -0.944 -0.938 4.098 0.00
F 0.221 2.043 -2.058 0.00
C 1.079 1.205 -1.362 -0.01
F 2.261 1.882 -1.385 0.00
F 1.249 0.135 -2.179 0.00
```

Calculated values
Multiplicity: 2
Expectation value of S²: 0.757
Total charge: +1
Frontier orbital gap (spin up / spin down) (eV): 7.51 / 6.82
ΔE to the lowest compared entry with this formula, charge and spin (kcal per mole): 73.0

[3]
ORCA calculation (ωB97M-V with the def2-TZVPD basis set) on an isolated molecule of C5H8O at a distorted geometry.

The geometry in XYZ format:
```
14
Properties=species:S:1:pos:R:3:nbo_charge:R:1
C 2.030 0.516 -0.122 -0.65
C 0.628 0.350 0.128 0.24
C -0.118 -0.478 -0.381 -0.03
C -1.253 -1.187 -0.733 -0.46
C -1.888 -0.249 0.223 -0.37
O 0.035 1.278 0.966 -0.68
H 2.610 0.338 0.786 0.21
H 2.349 -0.223 -0.846 0.23
H 2.246 1.502 -0.529 0.22
H -1.534 -1.049 -1.760 0.22
H -1.170 -2.206 -0.394 0.22
H -2.487 0.554 -0.183 0.20
H -2.167 -0.615 1.203 0.20
H 0.719 1.469 1.642 0.46
```

Calculated values
Total charge: 0
Frontier orbital gap (eV): 8.79
Structure (SMILES): CC(O)=C1CC1
ΔE to the lowest compared entry with this formula, charge and spin (kcal per mole): 103.8

[4]
ORCA calculation (ωB97M-V with the def2-TZVPD basis set) on C36H40MgO3P2S as an isolated structure at a distorted geometry.

The geometry in XYZ format:
```
83
Properties=species:S:1:pos:R:3:lowdin_charge:R:1
Mg 1.702 -1.940 -0.135 0.93
C -2.746 0.177 0.619 -0.12
C -2.834 -0.053 -0.697 -0.11
C -2.996 0.948 -1.805 -0.21
C -1.695 1.542 -2.434 -0.18
C -0.666 2.124 -1.497 -0.11
C -0.808 2.396 -0.189 -0.10
C -2.151 2.645 0.472 -0.20
C -2.636 1.489 1.357 -0.19
C 2.835 -0.298 -0.480 -0.21
H -2.669 -0.691 1.285 0.09
H -2.820 -1.105 -1.048 0.10
H -3.650 1.781 -1.524 0.10
H -3.535 0.414 -2.609 0.10
H -1.242 0.747 -3.052 0.08
H -2.008 2.332 -3.143 0.12
H 0.291 2.355 -1.990 0.10
H 0.036 2.622 0.475 0.11
H -2.912 2.869 -0.279 0.09
H -2.070 3.541 1.111 0.12
H -1.938 1.330 2.203 0.11
H -3.592 1.784 1.826 0.11
H 3.574 -0.015 0.235 -0.03
H 1.958 0.380 -0.364 -0.03
H 3.150 -0.473 -1.513 -0.05
P 0.101 -2.262 -9.224 1.00
P 2.054 0.352 -9.495 1.00
C -0.517 -0.666 -9.829 -0.33
C 0.314 0.391 -9.996 -0.36
C -0.724 -3.442 -10.376 -0.40
C -1.893 -3.134 -11.083 -0.10
C -2.488 -4.100 -11.904 -0.08
C -1.892 -5.356 -12.040 -0.09
C -0.697 -5.656 -11.374 -0.09
C -0.104 -4.695 -10.555 -0.11
C -0.893 -2.407 -7.684 -0.37
C -0.556 -1.531 -6.627 -0.10
C -1.304 -1.537 -5.446 -0.09
C -2.396 -2.403 -5.302 -0.09
C -2.718 -3.280 -6.343 -0.09
C -1.961 -3.301 -7.523 -0.09
C 2.728 1.118 -11.055 -0.37
C 2.674 0.316 -12.212 -0.12
C 3.022 0.842 -13.455 -0.09
C 3.451 2.176 -13.544 -0.10
C 3.562 2.967 -12.392 -0.09
C 3.227 2.423 -11.146 -0.09
C 2.124 1.786 -8.350 -0.41
C 3.258 1.889 -7.514 -0.11
C 3.434 3.019 -6.710 -0.09
C 2.469 4.037 -6.704 -0.09
C 1.316 3.899 -7.479 -0.08
C 1.121 2.762 -8.275 -0.09
H -1.594 -0.576 -9.995 0.07
H -0.029 1.314 -10.483 0.08
H -2.351 -2.154 -11.003 0.09
H -3.414 -3.864 -12.429 0.10
H -2.363 -6.116 -12.672 0.10
H -0.227 -6.636 -11.489 0.10
H 0.835 -4.906 -10.043 0.10
H 0.281 -0.835 -6.750 0.10
H -1.036 -0.860 -4.631 0.08
H -2.986 -2.395 -4.384 0.10
H -3.566 -3.957 -6.246 0.10
H -2.218 -3.997 -8.327 0.10
H 2.332 -0.717 -12.131 0.10
H 2.957 0.219 -14.357 0.11
H 3.716 2.595 -14.517 0.10
H 3.909 4.005 -12.463 0.10
H 3.336 3.033 -10.249 0.10
H 4.007 1.091 -7.526 0.10
H 4.331 3.107 -6.096 0.10
H 2.617 4.923 -6.083 0.10
H 0.557 4.683 -7.475 0.10
H 0.204 2.657 -8.854 0.09
C -0.195 -1.558 3.413 -0.13
S 1.188 -1.158 2.318 0.47
O 1.963 -0.188 3.058 -0.30
O 1.972 -2.362 1.868 -0.42
O 0.459 -0.728 1.062 -0.46
H 0.175 -2.182 4.241 0.07
H -0.882 -2.112 2.762 0.06
H -0.656 -0.628 3.794 0.07
```

Calculated values
Total charge: 0
Frontier orbital gap (eV): 6.79
ΔE to the lowest compared entry with this formula, charge and spin (kcal per mole): 10.9